Entry 1:
18
Properties=species:S:1:pos:R:3 method="wB97M-V/def2-TZVPD" smiles=[O-]CCCCCO homo_lumo_gap_ev=5.70 e_tot_ev=-9455.0766 homo_energy_ev=-2.1 e_above_lowest_kcal_mol=114.2 charge=-1 spin_multiplicity=1
O -0.60108 0.97726 -3.04078
C -0.76709 0.73482 -1.71143
C 0.79660 0.59559 -1.24959
C 0.97527 0.76283 0.32795
C -0.30575 0.14728 1.02172
C -0.00038 -1.50835 0.95609
O -0.90757 -2.17069 1.97080
H -1.46908 0.01301 -1.30288
H -1.08273 1.73054 -1.12678
H 1.40112 1.44689 -1.76318
H 1.20867 -0.43031 -1.52991
H 1.89556 0.15756 0.45732
H 1.11915 1.77962 0.72862
H -1.37252 0.17458 0.64110
H -0.13948 0.28559 2.05508
H 0.99667 -1.42518 1.45701
H -0.35320 -1.92193 -0.11225
H -1.39414 -1.34911 2.22112



Entry 2:
18
Properties=species:S:1:pos:R:3 method="wB97M-V/def2-TZVPD" homo_lumo_gap_ev=7.37 e_tot_ev=-9459.6183 homo_energy_ev=-3.8 e_above_lowest_kcal_mol=9.5 charge=-1 spin_multiplicity=1
C 1.09906 0.66724 -2.17186
C 1.77496 0.25672 -0.88585
C -0.40353 0.54844 -2.06291
H 1.34001 1.71748 -2.37719
H 1.46473 0.13520 -3.05503
H 1.24450 0.69243 -0.03581
H -0.67686 -0.36339 -1.51696
H -0.87043 1.35740 -1.50881
H 2.85943 0.35487 -0.76948
H 1.63549 -0.82022 -0.73393
H -0.90351 0.35894 -3.00871
C -0.75845 -0.35454 2.93284
C -1.78938 -1.16357 2.09809
O -1.90700 -2.37453 2.35499
O -2.39555 -0.48713 1.22947
H -1.33427 0.39660 3.47872
H 0.00893 0.05655 2.28291
H -0.38814 -0.97850 3.74952



Entry 3:
18
Properties=species:S:1:pos:R:3 method="wB97M-V/def2-TZVPD" homo_lumo_gap_ev=7.57 e_tot_ev=-9459.5594 homo_energy_ev=-3.9 e_above_lowest_kcal_mol=10.8 charge=-1 spin_multiplicity=1
C 1.45153 -1.11542 -1.08909
C 1.01090 -2.59799 -1.01930
O 1.88095 -3.41984 -1.39141
O -0.13947 -2.81324 -0.58767
H 1.34061 -0.65902 -0.10522
H 0.78600 -0.48729 -1.70735
H 2.42311 -1.03416 -1.57571
C -0.65531 1.02556 1.25985
C 0.22732 1.79240 0.27608
C -1.93265 0.48783 0.58991
H -0.04644 0.27317 1.75980
H -1.06335 1.61989 2.08862
H -0.20840 2.74661 -0.03638
H 0.54071 1.07457 -0.47297
H -1.67994 -0.42094 0.04550
H -2.73824 0.25476 1.28497
H 1.11521 2.09964 0.84197
H -2.31256 1.17347 -0.16161